Entry from the OMol25 dataset: a molecular structure, C6H13O3Sn in a non-equilibrium geometry (ωB97M-V/def2-TZVPD).

Element x y z (Å)
H  1.6171  -2.5273  1.2550
H  -3.6631  -0.9418  1.7152
Sn  1.6498  1.0483  -0.9685
C  -0.9439  0.9899  0.1530
C  -2.3630  1.1684  0.5107
O  -2.4476  -0.3536  0.1510
C  3.3625  -0.1452  0.0788
O  0.1971  0.1874  -0.1539
O  2.6508  -1.2757  0.0203
C  -3.6402  -0.9327  0.6133
C  1.5942  -1.4703  0.9678
H  -2.7770  1.2647  1.5244
H  -0.9215  0.9224  1.4063
H  -3.6736  -1.9627  0.2423
H  -0.8128  1.9802  -0.3226
H  -0.5032  -1.3284  1.0926
H  3.4219  0.3676  1.0486
H  4.2248  -0.1496  -0.5945
H  -4.5182  -0.3916  0.2231
H  -2.6466  2.0566  -0.0866
H  1.7638  -0.8514  1.8591
H  0.0862  -1.8156  -0.5418
C  0.2619  -1.1668  0.3253

## Properties
* spin multiplicity: 2
* total charge: +2
* energy relative to the best compared isomer or geometry (same formula, charge and spin): 359.2 kJ/mol
* orbital gap (alpha / beta): 6.9561 / 6.1752 eV
* LUMO level (alpha / beta): -9.92 / -10.75 eV
* expectation value of S²: 0.760